No. 1
Computed, not measured: a cluster of 5 separate species, C18H36N2O23P2S4 in total, with ωB97M-V/def2-TZVPD.

Summary:
E_tot, hartree: -4822.75020
E_LUMO, eV: -0.21
HOMO level, eV: -8.4
SMILES string: C=CC(=O)O[C@@](CCP(=O)(OCC)OCC)(ON=O)[PH2]=N.O=S1(=O)OCCO1.O=S1(=O)OCCO1.O=S1(=O)OCCO1.O=S1(=O)OCCO1

Structure (ORCA input):
```
! wB97M-V def2-TZVPD RIJCOSX def2/J DEFGRID3
* xyz 0 1
O -2.438 3.104 1.525
H -1.286 -0.732 3.531
H 0.725 -1.423 2.778
C -2.601 -3.003 -1.831
C 0.317 3.029 1.466
S 4.554 0.298 4.415
H 5.919 2.460 5.811
O -2.238 -2.122 -0.761
H -8.852 -2.560 -4.664
H -5.227 4.146 0.985
O 1.442 -3.591 -2.225
C 0.337 -0.614 2.155
H 0.033 4.025 1.812
S -2.299 -2.904 0.636
H 4.229 -0.278 1.329
C 3.682 -2.885 -4.466
H 0.299 -1.009 1.141
O 6.056 0.855 4.536
H -4.970 3.119 -0.502
C -3.545 -4.005 -1.203
H 3.931 0.103 -0.497
H -4.545 -3.584 -1.083
O -0.982 -3.223 1.045
H -4.290 2.394 2.152
O 1.357 5.335 0.305
C -7.551 -2.645 -2.922
C 5.374 0.585 6.749
C 4.015 0.426 0.535
H 5.360 -2.473 -3.158
O 3.237 -4.092 -3.836
C 6.250 1.419 5.838
H -3.779 4.281 0.017
H -8.166 -2.369 -2.069
H 0.049 3.102 -0.652
O 3.758 1.277 3.764
O -7.394 -4.038 -4.784
S -6.246 -4.580 -3.801
O -4.985 -4.197 -4.324
H 3.115 4.974 -2.455
H 7.300 1.381 6.117
O 2.626 7.028 0.203
O -6.545 -5.917 -3.445
H -3.606 -4.931 -1.769
H -1.693 -3.487 -2.199
O -3.217 -2.230 1.485
H -7.011 -1.766 -3.280
C 1.868 4.105 -0.280
C -4.525 3.568 0.386
C -8.355 -3.290 -4.030
H 2.806 -2.359 -4.851
C 3.926 1.685 0.848
H 0.952 2.569 2.227
H 5.117 1.106 7.668
O 4.608 -1.043 3.969
H 5.846 -0.369 6.992
P -1.236 2.041 1.433
H 4.358 -3.112 -5.287
H -3.066 -2.447 -2.641
O 3.530 -4.696 -1.477
C 0.891 2.983 0.037
H 3.981 2.007 1.888
O 3.546 -2.338 -2.201
H -3.681 1.593 0.691
O -3.002 -4.245 0.102
H 1.041 0.220 2.211
O 3.171 3.926 0.247
N 2.426 6.116 0.882
C 3.803 2.772 -0.177
O -1.250 1.197 2.816
H 4.398 -1.035 -3.576
C -3.725 2.542 1.227
H 1.278 1.981 -0.148
H 0.816 5.367 -2.348
C -1.101 -0.218 2.585
O 4.272 2.642 -1.242
C 4.353 -2.100 -3.360
P 1.849 4.418 -2.151
H 0.752 3.165 -3.502
O 4.196 0.320 5.980
H -1.831 -0.607 1.873
H -9.094 -3.989 -3.632
O -6.590 -3.638 -2.543
S 2.841 -3.781 -2.308
O -1.281 1.166 0.263
N 1.614 3.092 -2.970
*
```

Table of Mulliken atomic charges, one value per atom, all in e: -0.4106 0.4564 0.3896 -0.2305 -0.5468 1.1583 0.2822 -0.2372 0.3116 0.3142 -0.4268 -0.5694 0.4392 1.2108 0.1888 -0.4003 0.1986 -0.3195 0.3110 -0.2998 0.2145 0.2132 -0.5063 0.3835 -0.2450 -0.3214 -0.3739 -0.8171 0.2927 -0.3334 -0.3289 0.3140 0.3067 0.6809 -0.5013 -0.3132 1.1342 -0.5219 0.0708 0.3102 -0.3014 -0.5475 0.3098 0.2264 -0.5877 0.2945 0.8701 -1.1431 -0.4007 0.2896 0.3032 0.1484 0.3111 -0.6148 0.3006 0.8250 0.3205 0.3103 -0.5547 -0.9032 0.5962 -0.1867 0.1953 -0.3727 -0.0430 -0.4210 0.2112 0.0997 -0.5770 0.3310 -0.1842 0.2536 0.0967 -0.0368 -0.4614 -0.3245 0.1658 0.2254 -0.3012 0.0167 0.3033 -0.2418 0.9734 -0.6029 -0.6496

=====

No. 2
Computed, not measured: the ion CH3BrN4O2PS with charge +1, with ωB97M-V/def2-TZVPD.

Summary:
E_tot, hartree: -3722.53549
E_LUMO, eV: -6.24
HOMO level, eV: -13.1
SMILES string: OP(O)(=S)c1nn[nH][n+]1Br

Structure (ORCA input):
```
! wB97M-V def2-TZVPD RIJCOSX def2/J DEFGRID3
* xyz 1 1
H 1.587 1.792 0.775
N -2.437 1.155 -0.344
S 1.971 -0.238 -2.466
H 2.903 -0.785 0.918
N -1.116 1.425 -0.753
P 1.487 0.038 -0.589
N -1.370 -0.805 0.364
C -0.407 0.156 -0.297
O 2.174 -1.258 0.404
Br -0.931 -2.486 1.068
N -2.561 -0.101 0.281
H -3.450 -0.482 0.672
O 2.149 1.590 -0.034
*
```

Table of natural (NBO) atomic charges, one value per atom, all in e: 0.4916 0.0949 -0.3283 0.5206 -0.1161 1.5725 -0.2780 0.0308 -0.9275 0.5036 -0.1631 0.4787 -0.8796

=====

No. 3
Computed, not measured: the ion C7H11N with charge +1, with ωB97M-V/def2-TZVPD.

Summary:
E_tot, hartree: -327.80270
E_LUMO (alpha / beta), eV: -3.36 / -6.83
HOMO level (alpha / beta), eV: -13.9 / -14.6

Structure (ORCA input):
```
! wB97M-V def2-TZVPD RIJCOSX def2/J DEFGRID3
* xyz 1 2
H 1.695 -1.799 -1.114
C 0.969 0.334 0.630
H 1.057 -2.246 1.524
N 0.275 1.454 0.844
H 1.445 -3.574 0.436
C -0.804 1.481 -0.027
H 0.043 -2.340 -1.388
H 0.670 2.286 1.258
H -2.561 2.664 -0.409
H -1.341 3.463 0.589
H -1.093 3.262 -1.135
C 0.267 -0.471 -0.329
C -1.488 2.771 -0.240
H -0.233 -3.169 0.703
C 0.694 -1.852 -0.669
C -0.798 0.283 -0.762
H 1.961 0.156 1.021
H -1.516 0.037 -1.531
C 0.759 -2.740 0.599
*
```

Table of natural (NBO) atomic charges, one value per atom, all in e: 0.2447 0.1749 0.2087 -0.5184 0.2392 0.3818 0.2456 0.4463 0.2747 0.2479 0.2786 0.0579 -0.6949 0.2265 -0.4518 -0.2752 0.2483 0.2650 -0.5998

=====

No. 4
Computed, not measured: a structure of composition C33H44HfN2O2P2S2, with ωB97M-V/def2-TZVPD.

Summary:
E_tot, hartree: -3070.58054
E_LUMO, eV: -6.76
HOMO level, eV: -12.9

Structure (ORCA input):
```
! wB97M-V def2-TZVPD RIJCOSX def2/J DEFGRID3
* xyz 2 1
H 2.804 -0.653 2.423
N 0.468 1.217 0.042
S -1.242 -3.194 0.129
C -0.508 -2.806 3.673
H 3.172 0.761 3.404
C 2.979 -2.734 -0.578
H 3.569 -3.146 0.242
H -4.298 -4.295 -0.104
C 2.081 -1.009 -3.488
H -1.135 -3.482 4.254
H 5.037 -1.203 -1.629
C 1.080 0.314 3.344
H -0.986 3.486 -0.553
C -0.691 1.719 0.645
H 3.545 -1.347 -5.018
C -2.616 1.110 2.024
H 4.642 0.334 -0.847
P -0.239 -0.462 2.296
H 3.671 1.570 -3.159
H 3.974 -2.076 -3.480
H 1.630 -0.192 -4.061
H 1.122 3.843 0.404
H -2.139 0.127 4.629
C 2.170 1.347 -1.637
H 0.403 -2.633 4.249
C -2.200 -2.595 -1.122
C 1.291 -2.293 -3.753
H 3.821 5.056 -3.467
H 1.660 -3.123 -3.149
H 5.102 4.592 -2.357
C -1.417 2.838 0.197
C -5.410 -1.098 -2.086
H -0.334 1.694 4.295
C -1.288 0.869 1.611
H -0.236 -3.311 2.747
H 4.174 -0.341 -3.717
C -4.715 2.498 2.051
H -4.743 3.437 2.605
H 1.371 2.031 4.602
C 3.534 -1.191 -3.939
C 2.584 4.033 -1.146
C 4.566 -0.749 -0.760
H 5.135 -1.055 0.119
S -2.632 -0.586 -2.423
C -4.604 -3.409 -0.644
C 3.100 2.065 -2.384
C 2.458 0.346 2.692
H -3.217 3.949 0.324
O -2.658 -0.154 -3.768
C -4.085 -1.409 -1.879
C -1.262 -1.494 3.423
H -6.702 -3.784 -0.458
H -7.399 -1.788 -1.700
C 1.410 1.996 -0.657
H 1.416 -2.573 -4.799
H 2.753 5.082 -0.933
C 1.652 3.338 -0.393
H -2.271 -1.489 5.318
N -1.581 -1.787 -1.998
C 3.119 -1.210 -0.595
C -3.319 2.206 1.581
C 0.659 1.693 3.848
C -2.677 3.078 0.677
H 2.462 0.985 1.807
C -6.345 -1.982 -1.555
H -5.395 2.602 1.205
H -3.085 0.433 2.726
H -2.174 -1.714 2.856
Hf -0.433 -0.629 -0.366
H 0.228 -2.173 -3.565
C 3.311 3.422 -2.168
C -1.621 -0.822 4.750
H 4.750 3.585 -3.762
H 1.119 -0.377 4.193
H 3.351 -3.180 -1.500
H 1.942 -3.055 -0.439
P 1.893 -0.435 -1.740
C 4.301 4.203 -2.986
H -0.733 -0.648 5.358
H 0.667 2.420 3.033
C -5.948 -3.115 -0.849
H -5.091 1.710 2.702
O -2.136 0.404 -1.416
C -3.669 -2.545 -1.184
H 2.765 -0.828 0.370
H -5.709 -0.216 -2.636
*
```

Table of Mulliken atomic charges, one value per atom, all in e: 0.3011 1.1378 -0.2996 -1.4549 0.5981 -1.4795 0.4503 0.4868 0.7501 0.4417 0.3490 0.4732 0.7222 0.1948 0.4870 -0.6419 0.3819 0.9212 0.1476 0.2992 0.5372 0.5382 0.2928 0.1477 0.3506 0.4257 -1.1949 0.3813 0.2747 0.3723 -0.5790 -0.8218 0.2725 -0.0219 0.3062 0.3001 -1.7709 0.3529 0.5039 -1.4105 -0.8954 -1.4593 0.4443 1.0818 -0.7250 -0.0638 -1.4842 0.4819 -0.6201 0.3202 0.4903 0.4465 0.4488 -0.1234 0.4972 0.4460 -1.1510 0.4974 -0.5637 2.2218 0.1879 -1.4745 -0.8314 0.1572 -0.5882 0.3809 0.3558 0.4801 0.7074 0.1052 0.4638 -1.5235 0.3384 0.7696 0.2901 0.2997 0.2242 -1.7205 0.3339 0.2182 -0.5744 0.3897 -0.5130 0.6432 -1.4690 0.5354

=====

No. 5
Computed, not measured: a structure of composition C2H2NO2P, with ωB97M-V/def2-TZVPD.

Summary:
E_tot, hartree: -623.81076
E_LUMO (alpha / beta), eV: -0.48 / -1.68
HOMO level (alpha / beta), eV: -6.8 / -11.3

Structure (ORCA input):
```
! wB97M-V def2-TZVPD RIJCOSX def2/J DEFGRID3
* xyz 0 3
C 0.405 -0.058 -0.306
C 0.468 0.896 -1.398
H 1.402 -0.458 0.086
N 0.870 -0.051 -2.141
H -0.107 1.747 -1.493
P -1.530 -0.971 1.833
O -0.813 -0.542 3.001
O -0.695 -0.562 0.418
*
```

Table of natural (NBO) atomic charges, one value per atom, all in e: 0.1905 -0.1618 0.1869 -0.1590 0.2336 1.5777 -1.0054 -0.8626